Entry 1:
{
  "formula": "C25H95O25",
  "method": "ωB97M-V with the def2-TZVPD basis set",
  "species": ["C", "C", "O", "O", "H", "H", "H", "C", "O", "H", "H", "H", "H", "C", "O", "H", "H", "H", "H", "C", "O", "H", "H", "H", "H", "C", "O", "H", "H", "H", "H", "C", "O", "H", "H", "H", "H", "C", "O", "H", "H", "H", "H", "C", "O", "H", "H", "H", "H", "C", "O", "H", "H", "H", "H", "C", "O", "H", "H", "H", "H", "C", "O", "H", "H", "H", "H", "C", "O", "H", "H", "H", "H", "C", "O", "H", "H", "H", "H", "C", "O", "H", "H", "H", "H", "C", "O", "H", "H", "H", "H", "C", "O", "H", "H", "H", "H", "C", "O", "H", "H", "H", "H", "C", "O", "H", "H", "H", "H", "C", "O", "H", "H", "H", "H", "C", "O", "H", "H", "H", "H", "C", "O", "H", "H", "H", "H", "C", "O", "H", "H", "H", "H", "C", "O", "H", "H", "H", "H", "C", "O", "H", "H", "H", "H"],
  "coordinates": [[10.835, 13.331, -12.554], [12.034, 14.012, -12.053], [13.137, 13.468, -12.097], [11.927, 15.153, -11.460], [10.883, 13.333, -13.643], [9.994, 13.953, -12.249], [10.736, 12.271, -12.319], [9.785, 15.448, -16.816], [8.771, 14.603, -16.347], [10.452, 15.725, -15.999], [10.417, 14.919, -17.529], [9.335, 16.338, -17.255], [9.131, 13.721, -16.461], [6.268, 15.643, -11.731], [6.723, 15.811, -10.454], [7.078, 15.216, -12.322], [5.425, 14.958, -11.822], [5.999, 16.575, -12.229], [7.671, 15.948, -10.508], [8.669, 17.138, -13.752], [7.908, 16.884, -14.900], [9.612, 17.545, -14.118], [8.188, 17.874, -13.108], [8.851, 16.241, -13.160], [8.285, 16.109, -15.322], [14.739, 9.563, -15.216], [14.977, 10.425, -16.362], [13.676, 9.324, -15.180], [15.264, 8.632, -15.429], [15.066, 10.050, -14.297], [14.621, 11.297, -16.176], [15.971, 11.362, -11.379], [14.537, 11.374, -11.096], [16.153, 11.837, -12.343], [16.531, 11.995, -10.690], [16.272, 10.318, -11.464], [14.157, 12.149, -11.517], [8.499, 11.812, -17.990], [9.511, 12.042, -17.043], [7.967, 10.863, -17.912], [7.760, 12.613, -17.992], [8.928, 11.713, -18.987], [10.380, 11.780, -17.353], [12.784, 18.673, -10.701], [12.132, 17.843, -11.573], [12.254, 19.625, -10.678], [12.806, 18.249, -9.697], [13.804, 18.781, -11.071], [12.208, 16.916, -11.332], [13.760, 13.912, -8.725], [13.071, 15.108, -9.024], [13.050, 13.084, -8.737], [14.587, 13.739, -9.414], [14.187, 14.029, -7.729], [12.773, 15.064, -9.936], [14.729, 8.661, -8.826], [13.997, 9.872, -8.703], [15.725, 8.743, -9.262], [14.882, 8.181, -7.859], [14.040, 8.024, -9.381], [14.185, 10.339, -9.521], [8.943, 7.547, -10.630], [10.251, 7.051, -10.344], [9.011, 8.620, -10.449], [8.708, 7.465, -11.691], [8.209, 7.215, -9.896], [10.822, 7.360, -11.051], [9.758, 16.715, -8.970], [9.371, 16.266, -10.236], [9.626, 15.984, -8.173], [10.829, 16.909, -8.929], [9.201, 17.619, -8.721], [10.196, 15.910, -10.575], [9.321, 8.318, -15.454], [8.107, 7.850, -14.892], [9.401, 9.404, -15.474], [10.166, 7.899, -14.907], [9.439, 8.047, -16.503], [8.230, 6.933, -14.637], [6.817, 10.566, -10.121], [6.496, 11.702, -9.312], [7.820, 10.551, -10.548], [6.620, 9.612, -9.632], [6.185, 10.668, -11.003], [5.684, 11.431, -8.878], [12.963, 13.489, -15.719], [13.742, 12.763, -14.746], [12.812, 14.542, -15.480], [13.387, 13.342, -16.712], [11.988, 13.005, -15.670], [13.413, 13.065, -13.896], [11.906, 9.200, -12.319], [12.504, 7.949, -12.053], [12.619, 10.020, -12.399], [11.424, 9.225, -13.297], [11.204, 9.439, -11.520], [13.444, 8.035, -12.227], [13.467, 17.377, -14.792], [12.157, 17.452, -14.319], [13.559, 17.970, -15.702], [14.130, 17.946, -14.139], [13.881, 16.374, -14.896], [12.149, 17.538, -13.363], [17.187, 13.450, -14.741], [17.553, 14.430, -13.839], [18.032, 12.794, -14.950], [16.343, 12.862, -14.377], [16.883, 13.914, -15.679], [16.803, 14.841, -13.403], [11.096, 8.769, -7.657], [11.881, 9.754, -7.051], [11.601, 7.811, -7.537], [10.127, 8.677, -7.166], [10.878, 9.061, -8.685], [12.626, 9.945, -7.626], [6.884, 11.168, -14.552], [6.312, 9.917, -14.416], [6.178, 11.793, -14.005], [7.877, 11.143, -14.103], [6.999, 11.412, -15.608], [6.984, 9.284, -14.678], [9.810, 13.111, -9.121], [8.745, 13.239, -8.151], [10.779, 13.123, -8.622], [9.786, 12.086, -9.490], [9.842, 13.812, -9.955], [7.954, 12.784, -8.448], [13.409, 16.590, -5.808], [12.638, 16.790, -6.969], [13.284, 17.489, -5.204], [13.011, 15.792, -5.182], [14.484, 16.423, -5.881], [12.725, 16.041, -7.563], [15.668, 16.596, -11.593], [15.440, 15.550, -12.504], [16.727, 16.808, -11.447], [15.236, 17.513, -11.992], [15.251, 16.352, -10.616], [14.581, 15.153, -12.345], [17.310, 14.596, -8.727], [17.325, 15.609, -7.757], [16.896, 13.666, -8.338], [16.761, 14.928, -9.608], [18.301, 14.314, -9.082], [17.546, 16.442, -8.180]],
  "mulliken_charge": [-0.011, -0.154, -0.349, 0.940, -0.164, -0.110, -0.102, -0.599, -0.533, 0.082, 0.386, 0.349, 0.264, -0.339, -0.522, -0.025, 0.317, 0.250, 0.553, -0.254, -0.606, 0.399, 0.333, -0.199, 0.424, -0.260, -0.634, 0.107, 0.369, 0.013, 0.320, -0.571, 0.244, 0.087, 0.180, 0.240, -0.063, -0.851, -0.300, 0.299, 0.289, 0.347, 0.197, -0.571, -0.617, 0.298, 0.183, 0.173, 0.293, 0.100, -0.135, -0.039, -0.372, 0.474, -0.349, -0.800, -0.463, 0.319, 0.317, 0.244, 0.376, -0.196, -0.542, -0.093, 0.146, 0.382, 0.281, -0.503, -0.463, 0.183, 0.026, 0.347, -0.073, -0.286, -0.595, -0.054, 0.287, 0.304, 0.310, -0.296, -0.512, -0.090, 0.321, 0.305, 0.268, -0.420, 0.289, -0.137, 0.406, 0.253, -0.394, 0.274, -0.735, -0.007, 0.103, 0.076, 0.351, -0.591, -0.344, 0.292, 0.236, 0.092, 0.413, -0.312, -0.590, 0.303, -0.120, 0.258, 0.454, -0.459, -0.588, 0.296, 0.343, 0.028, 0.484, -0.397, -0.599, 0.319, 0.019, 0.239, 0.420, -0.001, -0.560, 0.004, 0.121, 0.007, 0.371, -0.737, -0.526, 0.279, 0.298, 0.262, 0.334, -0.456, -0.228, 0.368, 0.036, -0.007, -0.077, -0.216, -0.545, 0.217, -0.182, 0.450, 0.304],
  "e_tot_ev": -78647.1587,
  "homo_ev": -7.1,
  "total_charge": -1,
  "gap_ev": 8.7
}

Entry 2:
{
  "formula": "C10H13N3O5Pt",
  "method": "ωB97M-V with the def2-TZVPD basis set",
  "species": ["O", "C", "Pt", "O", "C", "C", "O", "C", "O", "C", "O", "C", "N", "C", "C", "N", "N", "C", "C", "H", "H", "H", "H", "H", "H", "H", "H", "H", "H", "H", "H", "H"],
  "coordinates": [[0.232, 3.736, -2.216], [0.047, 2.879, -2.941], [0.182, -0.777, -3.317], [0.368, 0.054, -6.216], [0.313, -0.090, -5.039], [0.197, -2.440, -2.622], [0.258, -3.618, -2.461], [-1.821, -0.276, -3.192], [-2.982, -0.201, -3.283], [2.109, -0.139, -2.810], [3.260, 0.002, -2.620], [2.362, -0.586, 1.700], [0.973, -0.272, 2.056], [0.671, -0.332, 3.474], [0.043, -0.078, 1.076], [0.382, -0.350, -0.219], [-1.216, 0.383, 1.315], [-1.756, 0.873, 2.558], [-2.101, 0.469, 0.212], [2.949, -0.545, 2.599], [2.727, 0.147, 0.972], [2.437, -1.580, 1.245], [0.699, 0.674, 3.925], [-0.283, -0.808, 3.672], [1.468, -0.917, 3.949], [1.315, -0.705, -0.160], [-2.450, 1.706, 2.295], [-2.355, 0.084, 3.073], [-0.986, 1.280, 3.246], [-1.767, 1.195, -0.542], [-2.187, -0.524, -0.307], [-3.090, 0.756, 0.578]],
  "mulliken_spin": [0.000, 0.004, 0.415, 0.018, 0.127, 0.085, 0.041, 0.114, 0.038, 0.106, 0.032, -0.020, 0.476, -0.010, -0.030, -0.082, 0.454, -0.005, -0.001, 0.004, 0.017, 0.030, 0.036, 0.013, 0.007, 0.008, 0.013, 0.037, 0.010, 0.035, 0.021, 0.007],
  "e_tot_ev": -28514.3696,
  "homo_ev": [-15.7, -15.9],
  "s2": 2.0415,
  "total_charge": 2,
  "gap_ev": [8.9, 5.0],
  "e_above_lowest_kcal_mol": 10.6,
  "multiplicity": 3
}

Entry 3:
{
  "formula": "C12H36BBeF4O6S6",
  "method": "ωB97M-V with the def2-TZVPD basis set",
  "species": ["Be", "B", "F", "F", "F", "F", "C", "S", "O", "C", "H", "H", "H", "H", "H", "H", "C", "S", "O", "C", "H", "H", "H", "H", "H", "H", "C", "S", "O", "C", "H", "H", "H", "H", "H", "H", "C", "S", "O", "C", "H", "H", "H", "H", "H", "H", "C", "S", "O", "C", "H", "H", "H", "H", "H", "H", "C", "S", "O", "C", "H", "H", "H", "H", "H", "H"],
  "coordinates": [[0.369, 0.667, 0.027], [1.841, 2.513, 1.064], [2.377, 1.259, 1.325], [2.492, 3.493, 1.801], [2.065, 2.661, -0.334], [0.454, 2.579, 1.259], [-2.019, -3.505, 0.286], [-1.971, -2.147, -0.895], [-1.048, -1.066, -0.388], [-1.067, -3.104, -2.192], [-0.982, -3.825, 0.424], [-2.575, -4.245, -0.289], [-2.358, -3.300, 1.297], [-1.653, -3.921, -2.608], [-0.091, -3.306, -1.757], [-1.001, -2.413, -3.034], [-1.787, 2.118, -3.776], [-1.833, 2.401, -1.990], [-0.406, 2.186, -1.550], [-1.910, 4.206, -2.086], [-0.978, 2.785, -4.072], [-2.744, 2.373, -4.230], [-1.536, 1.096, -4.052], [-1.144, 4.539, -2.786], [-1.556, 4.525, -1.105], [-2.916, 4.565, -2.287], [4.135, -1.611, 1.079], [2.845, -2.012, -0.119], [1.621, -1.317, 0.401], [2.666, -3.771, 0.256], [3.903, -2.006, 2.071], [4.289, -0.537, 1.198], [5.172, -1.931, 0.935], [1.650, -4.151, 0.362], [3.052, -3.896, 1.271], [3.200, -4.429, -0.427], [-1.774, -0.879, 4.617], [-0.867, -1.369, 3.100], [-0.224, -0.247, 2.324], [0.500, -2.138, 4.021], [-1.063, -0.395, 5.288], [-2.123, -1.808, 5.069], [-2.640, -0.231, 4.496], [0.064, -3.028, 4.479], [0.973, -1.434, 4.701], [1.255, -2.547, 3.350], [2.060, -1.490, -4.096], [1.275, 0.015, -3.449], [1.216, -0.160, -1.938], [2.586, 1.242, -3.701], [1.689, -2.383, -3.596], [3.096, -1.446, -3.753], [1.944, -1.543, -5.175], [3.384, 1.035, -2.990], [2.172, 2.224, -3.463], [2.954, 1.439, -4.709], [-3.741, 3.127, 1.182], [-2.812, 1.652, 1.856], [-1.706, 1.268, 0.925], [-1.968, 2.691, 3.178], [-4.118, 3.792, 1.954], [-4.516, 2.853, 0.470], [-2.944, 3.639, 0.638], [-2.612, 3.205, 3.887], [-1.375, 3.458, 2.677], [-1.243, 1.985, 3.578]],
  "mulliken_charge": [1.708, -0.257, -0.189, -0.324, -0.294, 0.053, -0.749, 0.381, -0.309, -0.691, 0.021, 0.444, 0.302, 0.569, 0.021, 0.170, -1.030, 0.601, -0.534, -1.198, 0.319, 0.399, 0.259, 0.410, 0.314, 0.444, -1.079, 0.589, -0.419, -1.051, 0.311, 0.241, 0.415, 0.199, 0.408, 0.411, -1.189, 0.537, -0.480, -0.965, 0.390, 0.428, 0.333, 0.462, 0.398, 0.054, -1.010, 0.435, -0.307, -1.024, 0.268, 0.369, 0.397, 0.321, 0.265, 0.447, -0.737, 0.239, -0.284, -0.934, 0.408, 0.328, 0.014, 0.459, 0.339, 0.176],
  "e_tot_ev": -102267.3739,
  "homo_ev": -11.3,
  "total_charge": 1,
  "gap_ev": 9.4,
  "e_above_lowest_kcal_mol": 0.0
}

Entry 4:
{
  "formula": "C18H17IrO3S4",
  "method": "ωB97M-V with the def2-TZVPD basis set",
  "species": ["Ir", "S", "C", "S", "S", "C", "C", "C", "C", "C", "C", "C", "O", "C", "C", "C", "H", "H", "H", "H", "H", "H", "H", "H", "H", "H", "H", "H", "O", "C", "O", "C", "C", "C", "C", "S", "C", "C", "H", "H", "H", "H", "H"],
  "coordinates": [[2.244, -2.495, 1.262], [6.167, -2.644, 3.217], [4.920, -2.866, 2.236], [4.551, -2.238, 0.716], [3.457, -4.012, 2.473], [-1.964, 2.122, -2.155], [-1.491, 0.778, -1.799], [-2.278, -0.164, -1.081], [-1.707, -1.373, -0.754], [-2.506, -2.315, 0.079], [-0.375, -1.669, -1.080], [0.107, -2.997, -0.761], [1.315, -3.331, -0.708], [0.367, -0.842, -1.895], [1.692, -1.151, -2.487], [-0.271, 0.353, -2.260], [-2.283, 2.224, -3.167], [-1.111, 2.815, -1.972], [-2.856, 2.432, -1.477], [-3.237, 0.109, -0.790], [-3.380, -1.842, 0.498], [-1.920, -2.749, 0.858], [-2.855, -3.228, -0.579], [-0.760, -3.683, -0.492], [1.713, -2.228, -2.603], [2.565, -0.918, -1.904], [1.775, -0.791, -3.488], [0.332, 1.084, -2.930], [0.137, 4.991, 1.034], [-0.913, 4.137, 1.010], [-2.000, 4.562, 0.771], [-0.532, 2.716, 1.238], [-1.359, 1.889, 1.967], [-0.965, 0.665, 2.457], [0.275, 0.189, 1.996], [0.750, -1.367, 2.594], [1.102, 1.003, 1.225], [0.737, 2.265, 0.854], [0.979, 4.711, 1.417], [-2.301, 2.294, 2.364], [-1.620, 0.067, 3.053], [2.076, 0.608, 0.808], [1.424, 2.890, 0.253]],
  "mulliken_spin": [1.644, 0.098, -0.030, 0.146, 0.320, -0.011, 0.170, -0.063, -0.019, 0.055, -0.052, 0.688, 0.320, 0.065, 0.024, -0.049, 0.012, 0.007, 0.001, 0.000, 0.004, -0.036, 0.014, 0.069, -0.002, 0.006, 0.004, 0.003, 0.001, -0.002, 0.007, 0.043, -0.014, 0.039, -0.026, 0.528, 0.053, -0.035, 0.000, 0.000, -0.001, 0.020, -0.002],
  "e_tot_ev": -71259.3826,
  "homo_ev": [-5.4, -8.5],
  "s2": 6.0621,
  "total_charge": 0,
  "gap_ev": [2.7, 4.9],
  "e_above_lowest_kcal_mol": 42.7,
  "multiplicity": 5
}